No. 1
# C3H10N2O

3 unconnected molecules or ions with the total composition C3H10N2O (the ωB97M-V functional and the def2-TZVPD basis, OMol25).

Results
multiplicity = 1
net charge = 0
HOMO-LUMO gap (spin up / spin down) = 7.318 / 7.325 eV
LUMO level (spin up / spin down) = 0.031 / 0.032 Ha

Element x y z (Å)
O 1.349 0.766 -0.581
N -1.500 1.896 -1.083
N 1.204 -0.763 1.476
C -0.937 0.177 -0.219
C 0.200 0.315 -1.011
C 0.258 -1.532 0.663
H -0.985 0.584 0.776
H 0.766 -0.403 2.317
H -0.502 -2.072 1.228
H -1.782 -0.381 -0.581
H -1.710 1.835 -2.079
H -0.809 2.636 -0.970
H 0.177 -0.006 -2.047
H 2.033 -1.278 1.762
H 1.460 0.404 0.389
H 0.780 -2.176 -0.038

=====

No. 2
# C57H47IN2NbOP2S2

A molecular structure, C57H47IN2NbOP2S2 (the ωB97M-V functional and the def2-TZVPD basis, OMol25).

Results
multiplicity = 1
net charge = +1
HOMO-LUMO gap (spin up / spin down) = 5.302 / 5.300 eV
LUMO level (spin up / spin down) = -0.154 / -0.154 Ha

Element x y z (Å)
I 11.924 14.930 16.617
Nb 13.218 12.395 15.445
S 11.133 11.641 15.293
S 7.875 17.357 11.132
P 13.746 13.190 18.444
P 15.482 10.978 16.206
O 9.683 16.200 9.502
N 15.436 11.130 19.075
N 15.106 11.411 13.235
C 15.576 15.329 18.370
C 16.339 15.062 10.228
C 11.968 14.639 14.543
C 8.577 16.676 9.605
C 14.265 11.367 14.085
C 16.267 8.884 19.737
C 11.171 12.132 18.923
C 12.858 11.557 10.031
C 11.343 10.586 8.452
C 16.340 7.898 20.676
C 14.033 17.024 19.977
C 14.948 7.103 14.946
C 10.526 12.087 10.161
C 14.384 8.778 21.736
C 7.646 16.862 8.370
C 13.975 6.596 15.850
C 8.598 15.882 13.204
C 15.405 7.855 21.714
C 11.971 12.959 11.928
C 12.207 12.900 19.486
C 13.502 7.420 16.871
C 18.008 10.085 15.440
C 12.104 13.283 20.813
C 10.176 11.611 19.716
C 9.521 15.223 14.036
C 13.040 13.565 12.571
C 15.408 14.239 12.339
C 16.490 14.688 11.574
C 13.543 15.809 19.526
C 11.045 12.785 21.601
C 16.024 16.628 18.655
C 15.278 17.427 19.531
C 17.101 11.116 15.342
C 11.830 12.230 10.693
C 17.557 12.268 14.633
C 19.466 11.086 13.795
C 19.191 10.065 14.677
C 15.388 8.401 15.040
C 14.953 9.213 16.094
C 12.967 13.874 14.005
C 15.064 14.905 9.685
C 16.332 11.245 17.954
C 10.464 17.049 12.051
C 10.298 11.278 9.032
C 12.628 10.774 8.938
C 13.988 14.499 10.454
C 11.351 16.368 12.866
C 14.914 12.380 19.628
C 18.624 12.189 13.758
C 14.133 14.076 11.788
C 14.035 8.714 17.015
C 14.315 9.776 20.786
C 9.092 16.755 12.181
C 14.316 14.891 18.804
C 15.333 9.937 19.832
C 10.095 11.993 21.034
C 10.906 15.403 13.781
H 12.827 13.970 21.193
H 15.762 13.064 19.713
H 15.527 7.135 22.524
H 11.211 11.848 17.846
H 13.645 9.338 17.795
H 7.465 17.905 8.120
H 9.665 12.555 10.637
H 12.422 16.533 12.704
H 8.150 16.368 7.543
H 9.238 11.670 21.632
H 10.858 17.696 11.277
H 13.609 8.753 22.498
H 11.039 12.897 12.516
H 12.514 15.547 19.747
H 13.455 10.302 8.464
H 13.008 14.509 9.960
H 17.110 7.128 20.554
H 14.862 15.150 8.655
H 15.577 14.038 13.362
H 13.466 10.437 20.783
H 11.165 9.873 7.666
H 9.160 14.438 14.716
H 15.393 6.506 14.169
H 15.680 18.414 19.841
H 13.899 11.592 10.443
H 16.997 8.842 18.940
H 9.273 11.142 8.697
H 19.916 9.279 14.850
H 13.578 5.585 15.792
H 16.954 13.149 14.556
H 18.833 13.003 13.088
H 16.218 14.676 17.784
H 17.172 15.467 9.619
H 17.741 9.187 15.989
H 16.889 17.051 18.166
H 14.503 12.180 20.618
H 6.666 16.405 8.535
H 7.557 15.748 13.268
H 16.612 12.280 17.778
H 16.035 8.792 14.276
H 20.373 10.996 13.210
H 13.429 17.618 20.627
H 12.793 7.071 17.609
H 10.998 13.059 22.656
H 17.237 10.626 18.044
H 17.482 14.757 12.044
H 9.514 10.895 19.245

=====

The E_tot results, record by record, are as follows: -304.85799; -4218.41827 Eh.
The energy relative to the best compared isomer or geometry (same formula, charge and spin) results, record by record, are as follows: 568.9; 0.0 kJ/mol.